Below is C70H48I4N10O4Y as an isolated structure at a distorted geometry, with properties calculated with wB97M-V/def2-TZVPD.

As for the total energy: -4774.066834 a.u. Its net charge is -1. The HOMO-LUMO gap (spin up / spin down) is 4.79 / 5.06 eV. The spin multiplicity is 1. As for the energy above the lowest of the compared OMol25 structures with the same formula, charge and spin: 130.1 kcal per mole.

Geometry (Å):
Y1 -0.27 -0.33 -1.15
I1 5.23 7.73 -6.06
C1 4.46 6.10 -4.94
C2 3.14 6.12 -4.52
C3 2.66 5.08 -3.76
C4 3.49 4.02 -3.40
C5 4.81 4.01 -3.84
C6 5.30 5.06 -4.61
C7 2.93 2.92 -2.56
C8 3.47 2.82 -1.28
C9 4.57 3.60 -0.79
C10 5.03 3.07 0.38
C11 4.24 1.93 0.66
C12 4.21 0.80 1.47
C13 5.01 0.50 2.62
C14 6.30 1.02 2.80
C15 7.04 0.73 3.93
C16 6.49 -0.09 4.90
I2 7.62 -0.53 6.65
C17 5.23 -0.63 4.75
C18 4.50 -0.35 3.62
C19 3.00 -0.02 1.07
N1 1.92 0.24 2.03
C20 1.35 1.12 1.24
C21 0.35 2.05 1.61
C22 0.25 2.46 3.00
C23 -0.93 3.03 3.50
C24 -1.01 3.51 4.79
C25 0.09 3.40 5.62
I3 -0.03 4.15 7.60
C26 1.26 2.82 5.18
C27 1.34 2.36 3.88
C28 -0.52 2.52 0.61
C29 -1.22 3.76 0.48
C30 -1.85 3.74 -0.74
C31 -1.52 2.50 -1.36
N2 -0.73 1.78 -0.51
C32 -1.59 2.13 -2.74
C33 -0.32 1.82 -3.33
C34 0.12 2.23 -4.64
C35 1.44 2.54 -4.53
C36 1.81 2.29 -3.16
N3 0.77 1.72 -2.51
C37 -2.79 2.34 -3.52
C38 -3.91 2.98 -2.97
C39 -5.06 3.19 -3.69
C40 -5.14 2.71 -4.99
I4 -6.92 3.03 -6.11
C41 -4.10 2.00 -5.54
C42 -2.94 1.80 -4.81
C43 2.29 0.89 0.03
C44 3.17 -1.49 0.69
N4 3.25 1.89 -0.30
H1 2.49 6.94 -4.79
H2 1.64 5.09 -3.41
H3 5.45 3.19 -3.57
H4 6.32 5.05 -4.94
H5 4.97 4.47 -1.28
H6 5.83 3.46 0.98
H7 6.73 1.65 2.04
H8 8.03 1.14 4.05
H9 4.81 -1.26 5.53
H10 3.49 -0.72 3.52
H11 -1.80 3.09 2.86
H12 -1.93 3.96 5.15
H13 2.11 2.72 5.84
H14 2.26 1.92 3.54
H15 -1.16 4.58 1.17
H16 -2.37 4.56 -1.19
H17 -0.49 2.37 -5.51
H18 2.08 2.91 -5.30
H19 -3.88 3.31 -1.95
H20 -5.89 3.71 -3.25
H21 -4.18 1.58 -6.54
H22 -2.16 1.20 -5.23
H23 1.88 0.42 -0.87
H24 2.93 -2.13 1.56
O1 5.08 -4.95 -2.51
C45 3.91 -4.74 -1.84
O2 3.15 -5.65 -1.66
C46 3.75 -3.41 -1.22
C47 4.77 -2.81 -0.54
N5 4.53 -1.76 0.25
N6 2.22 -1.76 -0.37
C48 2.50 -2.67 -1.23
C49 1.57 -2.71 -2.47
O3 1.81 -3.52 -3.35
O4 0.68 -1.81 -2.49
H25 5.54 -4.12 -2.69
H26 5.80 -3.15 -0.59
H27 5.26 -1.15 0.59
C50 -5.86 -0.55 0.82
N7 -4.45 -0.35 1.07
C51 -3.78 -1.61 1.31
C52 -3.76 0.48 0.08
C53 -3.67 -0.09 -1.32
C54 -4.82 -0.01 -2.10
C55 -4.88 -0.58 -3.36
C56 -3.77 -1.24 -3.84
C57 -2.60 -1.27 -3.09
C58 -2.48 -0.68 -1.81
H28 -6.30 -1.03 1.70
H29 -6.08 -1.19 -0.05
H30 -6.34 0.42 0.68
H31 -4.25 -2.11 2.15
H32 -2.74 -1.40 1.57
H33 -3.80 -2.29 0.44
H34 -2.76 0.66 0.49
H35 -4.30 1.44 0.06
H36 -5.69 0.52 -1.73
H37 -5.78 -0.50 -3.96
H38 -3.79 -1.71 -4.82
H39 -1.74 -1.77 -3.52
N8 -3.23 -6.26 2.29
C59 -4.01 -6.79 3.28
C60 -4.98 -7.78 3.28
C61 -5.63 -8.01 4.47
C62 -5.30 -7.30 5.63
C63 -4.32 -6.34 5.64
C64 -3.67 -6.06 4.44
N9 -2.74 -5.11 4.13
C65 -2.50 -5.24 2.85
C66 -1.68 -4.34 2.07
C67 -1.02 -3.26 2.68
C68 -0.42 -2.30 1.88
N10 -0.47 -2.33 0.55
C69 -1.01 -3.41 -0.03
C70 -1.61 -4.43 0.68
H40 -3.21 -6.55 1.33
H41 -5.24 -8.32 2.38
H42 -6.42 -8.74 4.51
H43 -5.85 -7.51 6.54
H44 -4.07 -5.78 6.54
H45 -1.02 -3.18 3.75
H46 0.08 -1.45 2.32
H47 -0.98 -3.44 -1.11
H48 -2.04 -5.25 0.13